Entry 1:
This record from OMol25 describes a molecular structure, C16H14Cl2N2O4. The level of theory is wB97M-V/def2-TZVPD.

Geometry (Å):
C 0.684 2.807 5.688
C 0.180 1.833 4.620
C -0.816 0.982 4.596
C -0.803 0.267 3.564
C 0.234 0.851 2.929
C 0.851 0.210 1.781
C 1.919 0.628 1.286
C 2.581 0.399 -0.219
O 3.587 0.821 -0.714
O 1.700 -0.658 -0.773
C 2.323 -1.210 -2.078
C 2.891 -2.452 -1.942
H 2.772 -2.759 -2.940
H 3.739 -2.565 -1.454
H 2.070 -3.086 -1.467
C 0.890 -1.272 -2.867
O 0.814 -1.582 -4.058
N -0.274 -0.776 -2.283
C -1.453 -0.609 -3.030
N -1.712 -1.099 -4.076
C -2.928 -0.786 -4.607
C -3.916 -0.541 -3.768
C -3.718 -0.081 -2.587
C -2.487 -0.271 -1.965
Cl -2.015 0.550 -0.572
H -4.637 0.373 -2.042
Cl -5.769 -0.219 -4.494
H -2.953 -1.229 -5.753
H -0.133 -0.508 -1.278
H 2.800 -0.512 -2.469
H 2.674 1.525 1.505
H 0.371 -0.447 1.200
O 0.998 1.610 3.598
H -1.530 -0.456 3.358
H -1.607 0.990 5.601
H 1.864 2.550 5.966
H 0.800 4.018 5.127
H 0.008 2.707 6.620

Output
Energy relative to the best compared isomer or geometry (same formula, charge and spin), eV: 11.690
LUMO level, Eh: -0.0052
Electronic energy, eV: -53023.255
Orbital gap, hartree: 0.302
Net charge: 0

These are the natural (NBO) partial charges, in e, on atoms 1 to 4: number 1, C, carries -0.6532; number 2, C, carries 0.2350; number 3, C, carries -0.2599; number 4, C, carries -0.2921

=====

Entry 2:
This record from OMol25 describes a gas-phase ion, C16H14F4NO (charge +1). The level of theory is wB97M-V/def2-TZVPD.

Geometry (Å):
F -3.570 3.379 -0.843
C -3.506 2.013 -0.717
C -4.652 1.263 -0.896
C -4.500 -0.108 -0.827
F -5.609 -0.913 -0.970
C -3.289 -0.733 -0.503
C -2.191 0.077 -0.175
C -0.866 -0.622 0.185
C 0.407 -0.036 -0.344
C 1.586 -0.673 -0.302
C 2.843 -0.036 -0.563
C 4.020 -0.814 -0.663
C 5.247 -0.158 -0.777
F 6.376 -0.947 -0.842
C 5.372 1.205 -0.820
C 4.222 1.955 -0.756
F 4.308 3.329 -0.796
C 2.938 1.388 -0.639
C -2.261 1.461 -0.332
H -5.618 1.727 -1.089
H -3.184 -1.828 -0.568
H -0.935 -1.684 0.089
H 0.198 0.964 -0.795
H 1.592 -1.784 -0.178
H 3.941 -1.886 -0.624
H 6.375 1.693 -0.899
H 2.060 2.012 -0.569
H -1.371 2.095 -0.274
C -2.094 -1.739 2.049
N -0.874 -1.143 1.720
O 0.233 -2.061 1.832
H -2.914 -0.996 2.092
H -2.478 -2.618 1.356
H -2.040 -2.177 3.092
H -0.553 0.089 1.754
H 0.788 -1.695 2.588

Output
Structure (SMILES): C[N@@H+](O)[C@H](/C=C/c1cc(F)cc(F)c1)c1cc(F)cc(F)c1
LUMO level, Eh: -0.1636
Electronic energy, eV: -31214.202
Orbital gap, hartree: 0.289
Net charge: +1

These are the natural (NBO) partial charges, in e, on atoms 1 to 4: number 1, F, carries -0.3052; number 2, C, carries 0.4393; number 3, C, carries -0.3179; number 4, C, carries 0.4325

=====

Entry 3:
This record from OMol25 describes C16H14F7NO4S in the gas phase. The level of theory is wB97M-V/def2-TZVPD.

Geometry (Å):
C -4.246 -1.676 -0.729
C -4.003 -0.241 -0.094
C -2.465 -0.080 0.230
C -1.632 0.771 -0.830
C -2.293 0.902 -2.251
C -0.183 0.200 -0.858
C 0.895 0.701 0.021
C 2.245 0.109 -0.011
S 3.556 0.716 1.109
O 3.841 2.122 0.839
O 4.765 -0.051 0.778
C 3.205 0.345 2.900
F 2.957 -1.007 3.048
F 4.383 0.563 3.569
C 1.995 1.132 3.548
F 2.049 0.839 4.904
F 0.779 0.634 3.131
C 2.072 2.706 3.449
F 1.536 3.221 2.311
F 3.337 3.191 3.566
F 1.357 3.216 4.507
C 2.616 -0.981 -0.932
C 1.556 -1.467 -1.785
C 0.183 -0.900 -1.742
C -0.625 -1.746 -2.787
O -1.760 -2.089 -2.828
N 0.436 -2.100 -3.747
C 1.499 -2.604 -2.860
O 2.077 -3.633 -2.967
H -3.277 -2.245 -0.786
H -4.882 -2.272 -0.014
H -4.721 -1.672 -1.739
H -4.529 -0.250 0.904
H -4.448 0.605 -0.669
H -1.927 -1.046 0.408
H -2.399 0.486 1.207
H -1.546 1.815 -0.410
H -1.514 1.061 -3.053
H -2.941 1.823 -2.283
H -2.939 0.044 -2.550
H 0.617 1.524 0.722
H 3.633 -1.419 -0.989
H 0.740 -1.249 -4.236

Output
Structure (SMILES): CCC[C@H](C)c1cc(S(=O)(=O)C(F)(F)C(F)(F)C(F)(F)F)cc2c1C(=O)NC2=O
LUMO level, Eh: -0.0499
Electronic energy, eV: -56352.820
Orbital gap, hartree: 0.325
Net charge: 0

These are the natural (NBO) partial charges, in e, on atoms 1 to 4: number 1, C, carries -0.6250; number 2, C, carries -0.4188; number 3, C, carries -0.3868; number 4, C, carries -0.2556

=====

Entry 4:
This record from OMol25 describes 2 unconnected molecules or ions with the total composition C16H14FO3S. The level of theory is wB97M-V/def2-TZVPD.

Geometry (Å):
F -4.154 0.567 1.355
S -3.587 -0.632 0.381
C -2.334 0.386 -0.299
C -1.411 0.065 -1.229
O -3.103 -1.636 1.292
O -4.647 -0.914 -0.561
H -2.369 1.360 0.203
H -0.995 0.965 -1.847
H -1.284 -1.005 -1.551
C 2.784 -1.260 -4.036
C 2.167 -2.161 -3.154
C 1.559 -1.694 -1.986
C 1.429 -0.307 -1.727
C 0.681 0.186 -0.581
C 0.527 -0.570 0.637
C 0.097 0.218 1.870
C -0.744 -0.372 2.826
C -1.103 0.322 3.981
C -0.597 1.619 4.211
C 0.289 2.189 3.286
C 0.654 1.474 2.132
O 0.577 -1.813 0.698
C 2.070 0.609 -2.625
C 2.746 0.131 -3.755
H 3.306 -1.621 -4.935
H 2.183 -3.232 -3.372
H 1.260 -2.393 -1.214
H 0.394 1.257 -0.559
H -1.147 -1.367 2.641
H -1.794 -0.135 4.691
H -0.893 2.172 5.104
H 0.679 3.192 3.445
H 1.375 1.894 1.429
H 2.132 1.669 -2.334
H 3.253 0.837 -4.415

Output
Energy relative to the best compared isomer or geometry (same formula, charge and spin), eV: 0.592
LUMO level, Eh: 0.1181
Electronic energy, eV: -36513.595
Orbital gap, hartree: 0.241
Net charge: -1

These are the natural (NBO) partial charges, in e, on atoms 1 to 4: number 1, F, carries -0.5264; number 2, S, carries 2.3565; number 3, C, carries -0.7410; number 4, C, carries -0.2672

=====

Entry 5:
This record from OMol25 describes a molecular structure, C16H14FeN8O4S2. The level of theory is wB97M-V/def2-TZVPD.

Geometry (Å):
Fe -0.219 -0.227 -1.239
N 2.595 -0.810 -4.605
C 1.972 -0.505 -3.460
S 0.225 -0.501 -3.507
N 2.712 -0.216 -2.416
N 1.963 0.062 -1.320
C 2.502 0.688 -0.347
C 1.676 0.905 0.843
C 2.028 1.788 1.850
C 1.134 1.994 2.890
C -0.062 1.292 2.905
C -0.325 0.409 1.872
N 0.524 0.220 0.863
H 2.062 -0.941 -5.447
H 3.590 -0.677 -4.671
H 3.519 1.063 -0.408
H 2.967 2.322 1.800
H 1.366 2.701 3.675
H -0.784 1.427 3.698
H -1.235 -0.179 1.849
O -4.598 3.622 -0.703
C -5.098 2.400 -0.746
O -6.276 2.167 -0.751
C -4.127 1.260 -0.795
C -4.530 -0.063 -0.793
N -3.428 -0.822 -0.849
N -2.320 -0.069 -0.882
C -2.731 1.197 -0.860
C -1.650 2.233 -0.898
O -1.909 3.408 -0.716
O -0.482 1.726 -1.105
H -3.609 3.630 -0.721
H -5.525 -0.475 -0.752
H -3.356 -1.827 -0.835
S -0.172 -2.649 -0.769
C 0.864 -2.661 0.598
N 2.197 -2.523 0.366
C 3.118 -2.521 1.346
C 2.703 -2.684 2.634
C 1.325 -2.849 2.827
N 0.436 -2.832 1.851
H 2.478 -2.397 -0.602
H 4.149 -2.392 1.049
H 3.402 -2.693 3.455
H 0.929 -3.000 3.825

Output
Spin multiplicity: 6
Energy relative to the best compared isomer or geometry (same formula, charge and spin), eV: 0.000
LUMO level (spin up / spin down), Eh: -0.1494 / -0.1700
Electronic energy, eV: -92983.896
Orbital gap (spin up / spin down), hartree: 0.280 / 0.258
Net charge: +1

These are the natural (NBO) partial charges, in e, on atoms 1 to 4: number 1, Fe, carries 1.5488; number 2, N, carries -0.7554; number 3, C, carries 0.3178; number 4, S, carries -0.2100

=====

Entry 6:
This record from OMol25 describes 2 unconnected molecules or ions with the total composition C16H14N2O3. The level of theory is wB97M-V/def2-TZVPD.

Geometry (Å):
N 3.101 3.485 0.363
N 2.844 2.115 0.270
C 3.690 1.269 -0.239
O 4.626 1.429 -0.811
C 3.096 -0.375 -0.149
C 3.554 -1.470 -0.375
C 2.659 -2.526 0.207
C 1.728 -1.745 0.604
O 1.886 -0.410 0.615
C 0.592 -2.344 1.449
O -0.601 -1.216 1.459
C -1.217 -0.994 0.138
C -0.741 -1.815 -1.083
C -1.399 -1.143 -2.107
C -2.424 -0.313 -2.237
C -2.872 0.250 -0.757
C -3.790 1.087 -0.751
C -4.219 1.745 0.478
C -3.426 1.514 1.511
C -2.563 0.518 1.651
C -2.193 -0.117 0.221
H -2.145 0.257 2.589
H -3.828 1.965 2.572
H -5.032 2.588 0.619
H -4.326 1.718 -1.956
H -2.832 0.033 -3.025
H -1.109 -1.861 -3.082
H 0.056 -2.210 -1.081
H 0.207 -3.320 1.163
H 0.822 -2.454 2.594
H 2.864 -3.343 -0.160
H 4.471 -1.520 -1.131
H 1.922 1.923 0.859
H 4.035 3.386 0.081
H 2.564 3.894 -0.500

Output
Energy relative to the best compared isomer or geometry (same formula, charge and spin), eV: 16.305
LUMO level, Eh: -0.0142
Electronic energy, eV: -25926.733
Orbital gap, hartree: 0.266
Net charge: 0

These are the natural (NBO) partial charges, in e, on atoms 1 to 4: number 1, N, carries -0.6134; number 2, N, carries -0.4852; number 3, C, carries 0.6920; number 4, O, carries -0.5735